Record 1
This record from the OMol25 dataset describes a molecular structure, C36H47FN7O11SiY. The level of theory is ωB97M-V/def2-TZVPD.

```
! wB97M-V def2-TZVPD RIJCOSX def2/J DEFGRID3
* xyz 0 1
Y -0.1224 1.0298 1.2140
Si 1.6698 1.0591 4.5175
F -3.2011 -3.3980 7.6974
O -1.4357 0.7096 3.1100
O -3.4723 1.1739 -1.5880
O -2.4729 -0.0654 0.7668
O -3.5931 -5.7164 6.1696
O 1.0520 3.4206 1.2333
O -1.2625 2.2075 -0.1760
O -3.0322 -0.3581 4.2460
O -2.3063 4.1985 -0.2476
O -3.6562 1.5458 1.7984
O 0.4693 1.0935 -4.1375
O -1.3252 -3.8656 2.6864
N -0.0778 -1.1309 -4.2280
N -0.2873 -0.7575 -0.5750
N -2.4487 -4.7407 4.4584
N -1.5634 -2.6089 4.5909
N 0.1340 0.1404 -6.1611
N 2.1924 0.2285 0.7666
N 1.4176 0.5355 2.8832
C -1.8980 -2.4901 -7.8325
C -1.9173 -0.3049 3.7584
C -2.0760 -2.5159 5.8722
C 1.3725 3.8842 -1.1528
C 2.3559 3.5268 1.8276
C -0.4486 -2.7418 -2.4761
C 2.3679 -0.0238 2.0985
C -2.1462 3.0563 -0.6279
C 1.4658 -0.2208 5.8759
C 3.4627 -0.8046 2.5315
C -1.1449 -2.7545 -8.9719
C -0.3075 -0.8429 -7.0823
C -0.9325 -1.4466 3.9909
C -0.1472 -0.4605 -1.8647
C -0.2180 -1.4253 -2.8598
C -1.6004 -3.7663 -9.9943
C -0.5249 -2.0169 -0.2116
C 4.2074 -0.9341 0.2550
C 0.4513 -1.0930 -8.2202
C -3.0267 2.5141 -1.7548
C -1.5011 -1.5351 -6.9049
C -2.9950 -4.7549 5.7490
C 2.9327 0.2080 -1.5651
C -2.7384 -3.5112 6.4508
C 2.4628 4.6854 2.7999
C -4.2573 0.9805 -0.4297
C 0.8532 4.3888 0.1797
C 4.3678 -1.2550 1.6033
C 0.1866 0.0990 -4.7844
C -0.6074 -3.0391 -1.1352
C 3.4286 1.6955 4.7468
C 3.1092 -0.1903 -0.1258
C 0.0288 -2.0272 -9.1531
C -3.3743 0.7606 0.7844
C -1.7501 -3.7380 3.8246
C 0.4462 2.4455 4.8132
H 2.5225 2.5880 2.3402
H 3.8999 0.4486 -2.0082
H -0.7504 -4.2465 -10.4789
H -0.1310 -1.0868 4.6317
H -4.9338 1.8183 -0.2504
H -3.8702 3.1936 -1.8635
H -0.5105 -3.5218 -3.2286
H -0.4982 2.0660 5.2133
H -2.4403 2.5213 -2.6754
H 0.6331 -2.2032 -10.0375
H -0.8099 -4.0452 -0.7923
H 3.3650 4.5609 3.4063
H -0.2084 4.5887 0.1402
H -2.1372 -1.3068 -6.0562
H 1.2181 4.6469 -1.9201
H 0.5453 0.9786 -6.5327
H 2.0805 0.0792 6.7315
H 2.4994 -0.6080 -2.1475
H 5.2164 -1.8520 1.9187
H 1.5995 4.6996 3.4664
H 2.5282 5.6500 2.2951
H 3.4305 2.5509 5.4341
H 0.2170 2.9633 3.8796
H 3.8987 2.0155 3.8100
H -4.8343 0.0702 -0.5795
H -2.8302 -3.0223 -7.6736
H -0.0046 0.5749 -2.1246
H 0.8317 2.9870 -1.4577
H 2.4410 3.6544 -1.1156
H 1.3802 -0.5519 -8.3727
H 1.7953 -1.2212 5.5714
H -0.4853 -1.7582 3.0604
H 3.1045 3.6114 1.0366
H -1.9086 -1.5844 6.3937
H 2.2798 1.0735 -1.6603
H 1.3637 5.3085 0.4674
H -2.1978 -3.2890 -10.7749
H 0.4306 -0.2947 6.2312
H 4.0716 0.9227 5.1830
H -2.2154 -4.5408 -9.5365
H -0.1626 -1.9091 -4.8591
H -0.6913 -2.2340 0.8316
H 3.5686 -1.0274 3.5877
H -3.0412 1.3107 2.5334
H 0.8422 3.1849 5.5193
H 4.9318 -1.2457 -0.4872
H -2.5994 -5.5716 3.9102
*
```

Values from the calculation:
total energy: -3039.02937 Ha
gap between HOMO and LUMO: 8.21 eV
energy relative to the best compared isomer or geometry (same formula, charge and spin): 13.6 kcal/mol

These are the Mulliken partial charges, in e, on atoms 1 to 4: number 1, Y, carries 1.0573; number 2, Si, carries 0.6611; number 3, F, carries -0.3200; number 4, O, carries -0.6890

Record 2
This record from the OMol25 dataset describes a molecular structure, C33H37ClO2PbSi2. The level of theory is ωB97M-V/def2-TZVPD.

```
! wB97M-V def2-TZVPD RIJCOSX def2/J DEFGRID3
* xyz 0 1
Pb -0.0696 -1.2544 2.7488
Cl 1.7018 0.5648 1.9474
Si -0.9371 -0.5148 -2.9691
Si 1.6834 1.0311 -1.2264
O 0.0326 1.0432 4.5617
O 1.5625 -1.1013 4.8982
C 1.7138 -1.8108 -0.3322
C -1.8658 4.1789 -0.3671
C -2.5376 -2.6301 3.8007
C 2.4664 -2.1890 5.1647
C -3.0715 -1.4650 3.1025
C 1.6231 -3.6391 -4.3844
C -0.9092 1.9826 0.0320
C 1.1340 -2.5941 -3.5900
C -0.1774 -1.7982 -5.4512
C -1.0170 -2.1425 0.0571
C -0.1696 -3.0834 0.6437
C -0.7813 4.4481 -1.2451
C -0.5810 1.1417 -4.0331
C 1.3690 1.3482 4.8714
C 0.1472 -1.7112 -4.0639
C -1.8831 -2.1782 4.9713
C -0.5270 -1.0260 -0.6177
C 0.3950 3.3792 -5.4368
C -0.9241 3.3743 -4.9551
C -1.9233 2.9352 0.2359
C 0.1675 2.1936 -0.8539
C -1.4309 2.2625 -4.2546
C 1.2381 -3.7606 -5.7168
C -1.9912 -0.7453 5.0081
C 1.2128 -2.9410 0.3349
C -2.7431 -0.3156 3.8770
C 2.1733 0.1364 5.2961
C -0.5921 2.1614 3.9063
C 0.3667 -2.8000 -6.2546
C 0.8526 -0.7700 -0.8297
C 1.2377 2.3113 -5.1549
C 0.2001 3.4595 -1.4521
C 0.7536 1.2184 -4.4521
H -1.5730 4.2331 -5.1398
H 1.9334 -3.7423 0.5261
H 1.4746 -2.5016 -2.5553
H 3.4976 -1.9846 4.7833
H -2.4064 -0.7908 -3.0541
H 3.1869 0.2470 4.8449
H -1.3831 -0.3604 -0.8968
H 1.4481 0.4210 -4.1909
H 2.2681 0.1348 6.4220
H 2.2719 2.2929 -5.4744
H 0.0677 -2.8588 -7.3000
H -1.6427 -0.0998 5.8417
H 2.1215 -3.1160 4.6638
H -0.4002 2.1273 2.8065
H 1.5612 -4.5975 -6.3252
H -0.7390 5.3913 -1.7700
H -3.7297 -1.4965 2.2190
H 2.2782 -4.3891 -3.9510
H -2.0893 -2.3916 -0.0367
H 2.9353 1.5785 -0.6494
H 0.7512 4.1964 -6.0620
H -2.6532 4.9482 -0.2235
H -0.5556 -3.9225 1.2143
H -0.9161 -1.0893 -5.8533
H 2.8002 -1.7039 -0.4226
H -2.4695 2.2551 -3.8838
H -1.4351 -2.7973 5.7546
H 2.5561 -2.3808 6.2542
H -0.9641 1.0943 0.6673
H -2.7299 -3.6751 3.5047
H -2.7796 2.7162 0.8621
H 1.3995 2.1219 5.6398
H -3.0943 0.7011 3.6810
H -0.1002 3.0931 4.3261
H 1.8504 1.6933 3.9474
H 1.0415 3.7830 -2.1048
H -1.6812 2.1698 4.1179
*
```

Values from the calculation:
total energy: -2661.93583 Ha
gap between HOMO and LUMO (alpha / beta): 5.20 / 6.27 eV
energy relative to the best compared isomer or geometry (same formula, charge and spin): 127.8 kcal/mol

These are the Mulliken partial charges, in e, on atoms 1 to 4: number 1, Pb, carries 1.3337; number 2, Cl, carries -0.6377; number 3, Si, carries 0.9188; number 4, Si, carries -0.2385

Record 3
This record from the OMol25 dataset describes C11H13NS in the gas phase. The level of theory is ωB97M-V/def2-TZVPD.

```
! wB97M-V def2-TZVPD RIJCOSX def2/J DEFGRID3
* xyz 0 1
S -1.5436 1.7258 0.1120
N 1.1678 0.0920 0.8907
C 2.0363 0.7638 1.8988
C 0.2871 0.0699 -1.4024
C -2.1266 0.3508 -2.0501
C 0.9623 -1.3613 1.0293
C -3.3895 1.0084 -1.6624
C -3.1778 1.8010 -0.5349
C 0.4783 -2.1940 3.5434
C 0.6012 -0.8151 -2.4059
C 0.7111 -1.8415 2.3867
C 1.3585 0.5879 -0.4862
C -1.0847 0.5701 -1.2085
H -4.3353 0.8767 -2.1465
H -3.9597 2.4261 -0.1751
H -0.1778 -1.2955 -3.0234
H -2.0522 -0.2632 -2.9386
H 0.0634 -1.6885 0.4963
H 1.6950 0.6408 2.9326
H 1.3408 1.6570 -0.5590
H 1.6357 -1.1421 -2.5369
H 1.7828 -1.8728 0.5824
H 2.0420 1.8696 1.7194
H 0.2906 -2.5759 4.5159
H 3.0599 0.3910 1.8605
H 2.3345 0.2188 -0.8384
*
```

Values from the calculation:
SMILES string: C#CCN(C)CC(=C)c1cccs1
total energy: -879.76006 Ha
gap between HOMO and LUMO: 8.65 eV
energy relative to the best compared isomer or geometry (same formula, charge and spin): 68.2 kcal/mol

These are the Mulliken partial charges, in e, on atoms 1 to 4: number 1, S, carries -0.0774; number 2, N, carries 0.2803; number 3, C, carries -1.1082; number 4, C, carries 0.6615

Record 4
This record from the OMol25 dataset describes C5H8O2 in the gas phase. The level of theory is ωB97M-V/def2-TZVPD.

```
! wB97M-V def2-TZVPD RIJCOSX def2/J DEFGRID3
* xyz 0 1
O -0.9910 1.5976 -0.4524
O 1.1500 0.6439 -2.0369
C 0.5428 0.2174 1.0308
C 1.5864 -0.5129 0.1424
C -0.4465 0.3401 -0.1661
C -1.5830 -0.6613 -0.0190
C 0.8151 0.0888 -1.0189
H 0.1553 -0.3491 1.8794
H -1.2453 -1.6448 0.3218
H 2.6364 -0.2337 0.2374
H -0.6051 1.8497 -1.3025
H 0.8763 1.2059 1.3463
H 1.5076 -1.6021 0.2105
H -2.1683 -0.7731 -0.9345
H -2.2293 -0.2254 0.7525
*
```

Values from the calculation:
SMILES string: C[C@@]1(O)CCC1=O
total energy: -345.76539 Ha
gap between HOMO and LUMO: 10.77 eV
energy relative to the best compared isomer or geometry (same formula, charge and spin): 24.8 kcal/mol

These are the Mulliken partial charges, in e, on atoms 1 to 4: number 1, O, carries -0.5900; number 2, O, carries -0.5867; number 3, C, carries -0.9493; number 4, C, carries -0.4999

Record 5
This record from the OMol25 dataset describes 2 unconnected molecules or ions with the total composition C8H9NS2. The level of theory is ωB97M-V/def2-TZVPD.

```
! wB97M-V def2-TZVPD RIJCOSX def2/J DEFGRID3
* xyz 0 1
S -1.7823 -0.7426 -1.6406
S -2.4066 2.2822 -1.5488
N 2.8100 -0.4904 -1.0908
C 2.2942 0.7600 -1.0831
C -0.7312 0.5227 1.0751
C -1.5661 -0.4353 1.9111
C -1.9026 0.8463 -1.0473
C 1.0664 -1.0863 0.3621
C 2.1356 -1.3906 -0.3838
C 0.4950 0.2050 0.4301
C 1.2605 1.1404 -0.3156
H -2.1448 0.1223 2.5544
H 2.4926 -2.4671 -0.2526
H 0.8667 2.2459 -0.4280
H 0.6627 -1.9432 0.9062
H 2.6988 1.6586 -1.6961
H -2.3204 -0.6215 -2.7924
H -2.1148 -1.0038 1.1992
H -0.9037 1.4696 1.3463
H -0.9100 -1.0721 2.4946
*
```

Values from the calculation:
total energy: -1161.22525 Ha
gap between HOMO and LUMO (alpha / beta): 6.99 / 6.78 eV
energy relative to the best compared isomer or geometry (same formula, charge and spin): 91.8 kcal/mol

These are the Mulliken partial charges, in e, on atoms 1 to 4: number 1, S, carries -0.0837; number 2, S, carries -0.1770; number 3, N, carries -0.6482; number 4, C, carries -0.0142